{
  "formula": "C6H9ClFNO2Zn",
  "method": "the ωB97M-V functional and the def2-TZVPD basis",
  "charge": 2,
  "orbital_gap_ev": 3.640,
  "largest_force_ev_per_a": 9.44,
  "homo_ev": -17.22,
  "elements": ["Zn", "Cl", "F", "O", "O", "N", "C", "C", "C", "C", "C", "C", "H", "H", "H", "H", "H", "H", "H", "H", "H"],
  "coordinates": [[2.48479, -2.23528, 0.31343], [-0.79914, 2.63113, -1.17336], [2.49104, -0.59050, 1.19914], [-1.63746, -2.61938, -0.87879], [-2.09228, -0.37240, 0.27716], [1.12158, 0.82275, -1.20810], [-0.92953, 0.52717, 0.58041], [-0.06063, -0.37151, 1.64032], [-1.66911, -1.28294, -0.83716], [-0.36483, 0.81067, -0.93104], [-1.19643, -0.16738, -1.96137], [1.44594, 0.19134, 1.96069], [-1.36090, 1.51503, 1.04155], [1.70638, 0.05314, 3.11335], [-2.11435, 0.40628, -2.40615], [1.28375, 0.08658, -1.95929], [1.40912, 1.74305, -1.65872], [-0.62893, -0.64733, -2.86525], [0.02802, -1.51393, 1.36404], [-0.66305, -0.34229, 2.67064], [1.54601, 1.35579, 1.71850]],
  "forces_ev_per_angstrom": [[-0.42, 0.25, -0.23], [0.05, -1.56, -0.07], [0.04, 0.50, 0.34], [-0.19, 9.40, 0.82], [2.01, -1.79, -1.14], [-1.04, -1.39, -1.64], [-0.81, -1.87, -0.41], [0.85, 0.99, 0.67], [-0.06, -3.88, -0.49], [0.13, 1.73, -0.91], [-0.23, -0.78, 0.88], [-2.67, 2.03, 2.43], [0.97, -2.09, -0.79], [-0.18, -0.10, -2.74], [1.59, -1.18, 1.13], [-0.16, 1.37, 1.13], [-0.31, -1.32, 1.09], [-0.74, 0.98, 1.93], [-0.38, 1.78, 0.24], [1.29, -0.18, -2.26], [0.26, -2.90, 0.03]],
  "lowdin_charge": [1.423, 0.679, -0.227, 0.049, -0.058, 0.043, -0.234, -0.079, -0.195, -0.657, -0.006, -0.045, 0.167, 0.170, 0.160, 0.088, 0.106, 0.150, 0.112, 0.182, 0.173]
}